Model P:
Entry from the OMol25 dataset: a 2-piece molecular cluster, C3H10OS2 overall (ωB97M-V with the def2-TZVPD basis set).

LUMO energy: 0.49 eV
orbital gap: 8.94 eV
SMILES: CCO.CSS
net charge: 0

Geometry (Å):
C (1.964, -1.450, -0.950)
C (0.854, -0.706, -0.219)
O (1.240, -0.426, 1.126)
H (2.215, -2.364, -0.413)
H (1.680, -1.693, -1.971)
H (2.837, -0.782, -0.993)
H (-0.104, -1.218, -0.163)
H (0.705, 0.251, -0.715)
H (2.167, -0.162, 1.140)
C (-2.167, 0.855, 1.300)
S (-2.928, 0.907, -0.384)
S (-1.805, 2.324, -1.381)
H (-2.768, 1.450, 1.968)
H (-1.139, 1.155, 1.173)
H (-2.245, -0.171, 1.657)
H (-0.506, 2.031, -1.175)


Model Q:
Entry from the OMol25 dataset: a 2-piece molecular cluster, C3H10OS2 overall (ωB97M-V with the def2-TZVPD basis set).

LUMO energy: 0.64 eV
orbital gap: 9.75 eV
SMILES: CCO.CSS
net charge: 0

Geometry (Å):
C (2.131, -0.557, -0.457)
C (1.392, 0.776, -0.483)
O (1.274, 1.512, 0.755)
H (1.514, -1.192, 0.182)
H (2.123, -0.895, -1.495)
H (3.152, -0.470, -0.098)
H (0.380, 0.616, -0.870)
H (1.928, 1.494, -1.100)
H (0.875, 0.899, 1.414)
C (-2.337, -1.283, 0.399)
S (-2.550, 0.177, -0.688)
S (-2.147, 1.792, 0.548)
H (-3.120, -1.312, 1.153)
H (-1.321, -1.328, 0.806)
H (-2.440, -2.136, -0.291)
H (-0.854, 1.909, 0.226)


Most stable: model Q. Least stable: model P.


Model P:
Entry from the OMol25 dataset: C4H14NO3 as an isolated structure (ωB97M-V with the def2-TZVPD basis set).

LUMO energy: 3.90 eV
orbital gap: 7.85 eV
net charge: -1

Geometry (Å):
C (-0.638, -0.099, -2.976)
C (-0.387, -0.188, -1.387)
C (-1.417, -0.999, -0.641)
C (-0.883, -1.469, 0.792)
O (0.406, -1.894, 0.804)
N (-0.027, 1.109, -0.820)
H (-0.662, -1.089, -3.319)
H (0.021, 0.492, -3.497)
H (-1.687, 0.221, -3.143)
H (0.470, -0.871, -1.361)
H (-1.464, -1.920, -1.133)
H (-2.399, -0.457, -0.637)
H (-1.471, -2.308, 1.225)
H (-1.088, -0.663, 1.461)
H (0.209, 0.852, 0.156)
H (-0.854, 1.748, -0.847)
H (0.748, 3.524, 1.821)
H (0.690, 2.018, 2.075)
O (0.907, 2.858, 2.511)
H (1.113, -0.920, 1.179)
H (2.466, -0.164, 0.761)
O (1.703, 0.087, 1.255)


Model Q:
Entry from the OMol25 dataset: a 3-piece molecular cluster, C4H14NO3 overall (ωB97M-V with the def2-TZVPD basis set).

LUMO energy: 3.54 eV
orbital gap: 8.10 eV
net charge: -1

Geometry (Å):
C (0.974, -0.538, 1.814)
N (1.772, -0.088, 0.645)
C (2.985, 0.559, 1.046)
C (0.978, 0.705, -0.295)
C (0.842, 0.047, -1.693)
O (-0.472, -0.366, -2.046)
H (0.370, -1.378, 1.490)
H (0.252, 0.239, 2.086)
H (1.676, -0.800, 2.603)
H (3.559, 0.777, 0.143)
H (3.621, -0.045, 1.695)
H (2.856, 1.567, 1.471)
H (-0.043, 0.881, 0.053)
H (1.531, 1.628, -0.424)
H (1.345, -0.921, -1.572)
H (1.337, 0.656, -2.448)
H (-4.260, 0.702, 0.782)
H (-3.274, -0.157, 0.056)
O (-4.316, 0.081, 0.041)
H (-1.060, -0.380, -1.214)
H (-1.641, -1.272, 0.264)
O (-1.833, -0.324, 0.130)


Most stable: model P. Least stable: model Q.


Model P:
Entry from the OMol25 dataset: a 4-piece molecular cluster, C4H14NO3 overall (ωB97M-V with the def2-TZVPD basis set).

LUMO energy: -0.03 eV
orbital gap: 3.97 eV
net charge: -1

Geometry (Å):
C (-0.997, 0.793, 1.463)
N (0.314, 0.426, 0.908)
C (0.587, -0.331, -0.324)
C (1.974, 0.058, -0.784)
C (2.726, -1.183, -1.191)
O (1.938, -2.031, 1.494)
H (-1.522, -0.066, 1.743)
H (-1.548, 1.376, 0.746)
H (-0.908, 1.428, 2.350)
H (0.748, -0.226, 1.566)
H (-0.210, -0.200, -1.150)
H (0.815, -1.374, 0.066)
H (1.705, 0.859, -1.483)
H (2.482, 0.542, -0.040)
H (2.270, -1.779, -2.120)
H (3.765, -0.949, -1.453)
H (-3.126, 0.977, -0.338)
H (2.701, -1.850, -0.273)
O (-2.461, 0.532, -1.113)
H (-3.107, 0.096, -1.710)
H (-4.455, 1.168, 0.836)
O (-3.690, 1.735, 0.807)


Model Q:
Entry from the OMol25 dataset: a 3-piece molecular cluster, C4H14NO3 overall (ωB97M-V with the def2-TZVPD basis set).

LUMO energy: 3.91 eV
orbital gap: 8.15 eV
net charge: -1

Geometry (Å):
C (0.852, 0.447, 1.267)
O (-0.087, 0.970, 0.380)
C (1.382, -0.907, 0.756)
C (1.773, -0.862, -0.756)
C (0.838, -1.715, -1.605)
N (-0.436, -1.048, -1.901)
H (1.660, 1.201, 1.376)
H (0.412, 0.283, 2.268)
H (2.254, -1.240, 1.322)
H (0.496, -1.544, 0.822)
H (1.669, 0.190, -1.039)
H (2.832, -1.109, -0.881)
H (0.640, -2.711, -1.200)
H (1.288, -1.939, -2.584)
H (-0.265, -0.262, -2.520)
H (-0.735, -0.586, -1.039)
H (-3.469, 0.669, 0.140)
H (-3.030, 1.671, 1.133)
O (-3.813, 1.057, 0.958)
H (-0.951, 1.762, 1.043)
H (-1.677, 3.114, 0.636)
O (-1.633, 2.559, 1.423)


Most stable: model Q. Least stable: model P.


Model P:
Entry from the OMol25 dataset: one molecule with the formula C7H9NO (ωB97M-V with the def2-TZVPD basis set).

LUMO energy: 0.96 eV
orbital gap: 10.31 eV
SMILES: COCc1ccccn1
net charge: 0

Geometry (Å):
C (-2.323, -1.285, -0.584)
O (-2.050, -0.017, -1.043)
C (-1.407, 0.865, -0.074)
C (-0.025, 0.585, 0.185)
C (0.759, -0.230, -0.665)
C (2.119, -0.331, -0.429)
C (2.649, 0.211, 0.638)
C (1.868, 1.077, 1.489)
N (0.517, 1.210, 1.286)
H (-3.059, -1.415, 0.198)
H (-2.659, -1.697, -1.592)
H (-1.581, -1.755, -0.507)
H (-2.037, 0.878, 0.864)
H (-1.545, 1.836, -0.320)
H (0.038, -0.762, -1.540)
H (2.863, -1.059, -1.108)
H (3.607, 0.280, 0.819)
H (2.265, 1.609, 2.382)


Model Q:
Entry from the OMol25 dataset: C7H9NO as an isolated structure (ωB97M-V with the def2-TZVPD basis set).

LUMO energy: 0.55 eV
orbital gap: 9.23 eV
net charge: 0

Geometry (Å):
C (-0.895, 0.057, 2.210)
C (-0.448, -1.059, 1.670)
C (-1.470, 0.908, 1.169)
C (1.236, 0.512, -1.813)
C (1.633, 0.776, -0.408)
C (0.864, -0.511, -0.698)
C (-0.524, -0.582, -0.236)
N (-1.224, 0.597, -0.015)
O (-1.283, -1.519, -1.017)
H (-1.076, 0.136, 3.190)
H (-0.029, -2.012, 1.800)
H (-2.033, 1.845, 1.245)
H (0.356, 0.797, -2.292)
H (1.976, 0.159, -2.463)
H (2.670, 0.700, -0.051)
H (1.104, 1.644, 0.040)
H (1.085, -1.526, -0.886)
H (-1.941, -0.923, -1.446)


Most stable: model P. Least stable: model Q.


Model P:
Entry from the OMol25 dataset: a 2-piece molecular cluster, C5H9O3 overall (ωB97M-V with the def2-TZVPD basis set).

LUMO energy: 3.75 eV
orbital gap: 7.93 eV
net charge: -1

Geometry (Å):
O (0.412, -0.195, -2.186)
C (0.989, 0.557, -1.338)
O (2.033, 1.187, -1.282)
C (0.057, 0.917, -0.075)
C (0.110, -0.193, 1.054)
C (-0.965, -0.070, 2.032)
C (-0.973, 0.997, 2.931)
H (-1.043, 1.075, -0.351)
H (0.266, 1.857, 0.357)
H (1.012, -0.316, 1.610)
H (0.169, -1.092, 0.409)
H (-1.958, -0.566, 2.009)
H (0.008, 1.225, 3.186)
H (-1.812, 1.442, 3.382)
H (-1.825, -1.870, -0.853)
H (-0.475, -2.095, -1.346)
O (-1.150, -2.605, -1.035)


Model Q:
Entry from the OMol25 dataset: an isolated ion of composition C5H9O3 and charge -1 (ωB97M-V with the def2-TZVPD basis set).

LUMO energy: 3.97 eV
orbital gap: 6.16 eV
SMILES: [O-]/C(O)=C/CCCO
net charge: -1

Geometry (Å):
O (0.758, -2.784, 1.624)
C (0.737, -1.573, 1.581)
O (1.474, -0.797, 2.516)
C (-0.019, -0.827, 0.607)
C (0.034, 0.683, 0.631)
C (-0.985, 1.093, -0.452)
C (-0.625, 0.676, -2.012)
O (0.674, 0.404, -2.238)
H (1.565, -1.405, 3.147)
H (-0.474, -1.387, -0.183)
H (1.031, 1.196, 0.370)
H (-0.138, 1.126, 1.563)
H (-0.992, 2.219, -0.472)
H (-1.927, 0.684, -0.039)
H (-1.028, -0.334, -2.260)
H (-1.073, 1.278, -2.861)
H (0.986, -0.252, -1.523)


Most stable: model P. Least stable: model Q.


Model P:
Entry from the OMol25 dataset: one molecule with the formula C3H4ClF (ωB97M-V with the def2-TZVPD basis set).

LUMO energy: 0.77 eV
orbital gap: 10.91 eV
SMILES: C=C[C@@H](F)Cl
net charge: 0

Geometry (Å):
C (1.291, -0.240, -0.574)
C (0.387, -0.527, 0.422)
C (-0.940, 0.422, 0.501)
F (-0.464, 1.574, -0.225)
Cl (-2.251, -0.204, -0.373)
H (2.082, -0.854, -0.818)
H (1.078, 0.865, -0.873)
H (-0.036, -1.638, 0.416)
H (-1.147, 0.602, 1.525)


Model Q:
Entry from the OMol25 dataset: one molecule with the formula C3H4ClF (ωB97M-V with the def2-TZVPD basis set).

LUMO energy: 0.96 eV
orbital gap: 11.13 eV
SMILES: C=C[C@@H](F)Cl
net charge: 0

Geometry (Å):
C (1.589, 0.549, 0.119)
C (0.330, -0.034, 0.286)
C (-1.288, -0.383, -0.399)
F (-1.664, -1.697, 0.008)
Cl (-2.282, 0.841, -0.010)
H (2.198, 0.460, 1.028)
H (1.992, 1.217, -0.745)
H (0.300, -0.525, 1.204)
H (-1.176, -0.429, -1.490)


Most stable: model P. Least stable: model Q.


Model P:
Entry from the OMol25 dataset: one molecule with the formula C2H3ClN2O (ωB97M-V with the def2-TZVPD basis set).

LUMO energy: 0.57 eV
orbital gap: 10.01 eV
SMILES: COC1=NN1Cl
net charge: 0

Geometry (Å):
C (0.254, 0.251, 0.164)
O (1.539, -0.348, -0.313)
C (1.444, -1.521, -0.714)
N (2.083, -2.466, -1.294)
N (0.607, -2.558, -1.146)
Cl (-0.023, -3.550, 0.167)
H (-0.397, -0.442, 0.796)
H (-0.422, 0.693, -0.660)
H (0.455, 1.147, 0.784)


Model Q:
Entry from the OMol25 dataset: C2H3ClN2O as an isolated structure (ωB97M-V with the def2-TZVPD basis set).

LUMO energy: 0.82 eV
orbital gap: 11.34 eV
net charge: 0

Geometry (Å):
C (-1.092, -0.376, 0.019)
C (0.761, 0.482, -0.013)
N (-0.295, 0.021, -1.065)
N (-0.242, 0.209, 0.950)
O (-2.141, -0.926, 0.102)
Cl (2.196, -0.564, 0.043)
H (1.086, 1.514, -0.139)
H (-0.062, -0.565, -1.847)
H (-0.210, 0.204, 1.950)


Most stable: model Q. Least stable: model P.


Model P:
Entry from the OMol25 dataset: a 2-piece molecular cluster, C3H9O2P overall (ωB97M-V with the def2-TZVPD basis set).

LUMO energy (alpha / beta): 0.81 / 0.89 eV
orbital gap (alpha / beta): 7.95 / 8.19 eV
net charge: 0

Geometry (Å):
C (-1.902, 0.405, -0.145)
C (-1.024, -0.595, 0.517)
C (1.316, 0.553, 0.560)
O (-0.771, -1.675, -0.294)
O (1.216, 1.727, -0.124)
P (2.155, -0.889, -0.046)
H (-2.097, 1.250, 0.504)
H (-1.435, 0.756, -1.065)
H (-2.848, -0.065, -0.430)
H (-1.122, -0.791, 1.574)
H (1.305, 0.722, 1.628)
H (-0.188, -2.305, 0.142)
H (1.271, 1.573, -1.073)
H (1.616, -0.829, -1.336)
H (3.342, -0.301, -0.505)


Model Q:
Entry from the OMol25 dataset: one molecule with the formula C3H9O2P (ωB97M-V with the def2-TZVPD basis set).

LUMO energy: 0.86 eV
orbital gap: 11.21 eV
SMILES: CC[P@@H](=O)OC
net charge: 0

Geometry (Å):
C (2.019, -0.872, -0.204)
C (0.711, -0.098, 0.276)
P (-0.723, -1.194, -0.176)
O (-0.643, -2.627, 0.214)
O (-2.036, -0.465, 0.519)
C (-2.292, 0.848, 0.124)
H (2.230, -1.686, 0.421)
H (1.838, -1.292, -1.197)
H (2.855, -0.200, -0.169)
H (0.731, 0.921, -0.113)
H (0.836, -0.126, 1.398)
H (-1.039, -1.134, -1.443)
H (-1.359, 1.216, -0.410)
H (-2.508, 1.415, 0.997)
H (-3.180, 0.902, -0.582)


Most stable: model Q. Least stable: model P.